Record 1
Here is one molecule with the formula C4H5NO from the OMol25 dataset. Energies are from ωB97M-V/def2-TZVPD.

The energy relative to the best compared isomer or geometry (same formula, charge and spin) is 69.48 kcal per mole. As for the frontier orbital gap: 8.81 eV. Its SMILES is CC(=C=N)C=O. As for the largest force on an atom: 1.4 eV/Å.

```
11
Properties=species:S:1:pos:R:3:lowdin_charge:R:1
C -1.48318 -0.11540 0.02965 -0.054
C 0.01926 -0.10248 0.01388 -0.249
C 0.92772 -1.21608 0.15447 -0.276
O 2.14846 -1.10383 0.13563 -0.001
N 1.72143 1.76809 -0.23057 0.204
C 0.87097 0.91336 -0.11711 -0.109
H -1.79122 -1.15599 0.16787 0.078
H -1.91821 0.46939 0.84864 0.077
H -1.92374 0.23493 -0.91164 0.077
H 0.42896 -2.18852 0.29305 0.125
H 0.99955 2.49655 -0.38389 0.127
```



Record 2
Here is one molecule with the formula C4H5NO from the OMol25 dataset. Energies are from ωB97M-V/def2-TZVPD.

The energy relative to the best compared isomer or geometry (same formula, charge and spin) is 38.29 kcal per mole. As for the frontier orbital gap: 10.63 eV. Its SMILES is C#CCC(N)=O. As for the largest force on an atom: 1.6 eV/Å.

```
11
Properties=species:S:1:pos:R:3:lowdin_charge:R:1
N 1.21170 0.56908 -0.88699 0.163
C -0.13441 0.66664 -1.06701 -0.523
O -0.62668 1.36847 -1.92996 0.046
C -1.03121 -0.11411 -0.07077 -0.113
C -0.41594 -0.44164 1.20052 -0.165
C 0.16703 -1.06230 2.05437 0.108
H 1.80616 0.98500 -1.59038 0.114
H 1.61814 -0.06991 -0.22349 0.089
H -2.00094 0.38822 -0.06629 0.125
H -1.26900 -1.16700 -0.26994 0.133
H 0.64512 -1.27012 2.97444 0.023
```



Record 3
Here is one molecule with the formula C4H5NO from the OMol25 dataset. Energies are from ωB97M-V/def2-TZVPD.

The energy relative to the best compared isomer or geometry (same formula, charge and spin) is 122.65 kcal per mole. As for the frontier orbital gap (alpha / beta): 7.83 / 8.26 eV. As for the largest force on an atom: 5.4 eV/Å.

```
11
Properties=species:S:1:pos:R:3:lowdin_charge:R:1
C 1.54169 1.32752 0.08782 -0.177
C 2.27741 0.15714 -0.01916 -0.107
C -0.14302 -1.10512 0.07884 0.021
C -0.55572 0.30451 -0.07367 -0.349
N 0.25224 1.43686 -0.06327 0.011
O 3.06038 -0.73121 -0.04236 0.145
H 2.15508 2.19254 0.17203 0.109
H -0.78425 -1.92204 0.02124 0.017
H 0.87467 -1.67518 -0.18170 0.089
H -1.25652 0.38620 -0.84149 0.101
H -1.04816 0.21540 0.91440 0.140
```



Record 4
Here is one molecule with the formula C4H5NO from the OMol25 dataset. Energies are from ωB97M-V/def2-TZVPD.

The energy relative to the best compared isomer or geometry (same formula, charge and spin) is 91.09 kcal per mole. As for the frontier orbital gap: 7.92 eV. Its SMILES is [O-]/C=C\C1=C[NH2+]1. As for the largest force on an atom: 0.5 eV/Å.

```
11
Properties=species:S:1:pos:R:3:lowdin_charge:R:1
N 1.77975 -0.07118 0.03220 0.089
C 0.27887 0.06474 -0.00305 -0.262
C 0.96027 1.17374 0.19258 0.029
O -2.20719 1.07280 0.12033 -0.022
C -2.05555 -0.11750 -0.13574 -0.341
C -0.77765 -0.77509 -0.19772 -0.071
H 2.18397 -0.57150 0.82384 0.148
H 2.29810 -0.20111 -0.83392 0.143
H 1.14988 2.04656 0.78476 0.095
H -2.93986 -0.75401 -0.35264 0.107
H -0.65719 -1.82430 -0.43541 0.085
```



Record 5
Here is a 2-piece molecular cluster, C4H5NO overall from the OMol25 dataset. Energies are from ωB97M-V/def2-TZVPD.

The energy relative to the best compared isomer or geometry (same formula, charge and spin) is 61.80 kcal per mole. As for the frontier orbital gap: 11.13 eV. Its SMILES is CN=C=O.C#C. As for the largest force on an atom: 1.3 eV/Å.

```
11
Properties=species:S:1:pos:R:3:lowdin_charge:R:1
C -0.52737 1.53979 -1.30628 -0.097
C 0.64168 -0.13958 -0.47236 -0.394
N -0.38632 0.49062 -0.27917 0.048
C -0.44940 -1.37278 2.04636 -0.001
C 0.57186 -1.92800 1.71663 -0.014
O 1.63785 -0.69393 -0.72429 0.162
H 0.32374 2.22460 -1.25416 0.083
H -1.45782 2.08180 -1.13507 0.074
H -0.53087 1.08727 -2.30175 0.083
H -1.34899 -0.88039 2.32995 0.025
H 1.47476 -2.39715 1.40288 0.029
```



Record 6
Here is one molecule with the formula C4H5NO from the OMol25 dataset. Energies are from ωB97M-V/def2-TZVPD.

The energy relative to the best compared isomer or geometry (same formula, charge and spin) is 50.60 kcal per mole. As for the frontier orbital gap: 10.99 eV. Its SMILES is C[C@H](C#N)C=O. As for the largest force on an atom: 3.0 eV/Å.

```
11
Properties=species:S:1:pos:R:3:lowdin_charge:R:1
C 0.90769 -0.95521 -0.27645 -0.072
C -0.08581 -0.10607 0.49720 -0.242
C -0.11354 1.36404 0.40108 -0.351
O 0.77576 1.97311 -0.09982 0.101
C -1.51152 -0.09647 -0.39677 -0.147
N -2.37926 -0.10760 -1.18901 0.141
H 0.67003 -1.98993 -0.01421 0.084
H 0.76230 -0.80198 -1.34551 0.089
H 1.96369 -0.79302 -0.02995 0.091
H 0.07479 -0.28949 1.60637 0.168
H -1.04149 1.77887 0.87489 0.138
```



Record 7
Here is a 2-piece molecular cluster, C4H5NO overall from the OMol25 dataset. Energies are from ωB97M-V/def2-TZVPD.

The energy relative to the best compared isomer or geometry (same formula, charge and spin) is 113.72 kcal per mole. As for the frontier orbital gap: 10.22 eV. Its SMILES is CC#[N+][O-].C#C. As for the largest force on an atom: 1.0 eV/Å.

```
11
Properties=species:S:1:pos:R:3:lowdin_charge:R:1
C -1.87701 -0.20268 0.16209 -0.051
C -0.57260 -0.82887 0.36513 -0.043
N 0.43984 -1.36959 0.50006 -0.143
O 1.53138 -1.88719 0.62814 -0.032
C 2.23653 0.72696 -0.37829 -0.008
C 1.34856 1.50153 -0.62014 -0.009
H -2.62902 -0.97497 -0.01814 0.082
H -2.17038 0.37527 1.04293 0.084
H -1.85255 0.46682 -0.70301 0.078
H 2.95745 -0.02330 -0.13488 0.025
H 0.58781 2.21602 -0.84387 0.019
```



Record 8
Here is a 2-piece molecular cluster, C4H5NO overall from the OMol25 dataset. Energies are from ωB97M-V/def2-TZVPD.

The energy relative to the best compared isomer or geometry (same formula, charge and spin) is 108.56 kcal per mole. As for the frontier orbital gap: 8.48 eV. As for the largest force on an atom: 1.2 eV/Å.

```
11
Properties=species:S:1:pos:R:3:lowdin_charge:R:1
O 2.31839 -0.62332 -0.57055 0.230
C 1.67097 0.20919 -0.12437 -0.147
N -0.38621 -1.49199 -0.13918 0.025
C -1.59797 -1.17361 -0.34250 -0.116
C -0.21087 1.64389 0.22812 0.032
C 1.13837 1.35925 0.41296 -0.253
H -0.25179 -2.50486 -0.18678 0.053
H -1.83979 -0.10914 -0.31991 0.016
H -2.39471 -1.90185 -0.53615 0.065
H -0.37188 2.64140 0.68256 -0.006
H 1.92549 1.95104 0.89580 0.101
```